Entry 1:
A 8-piece molecular cluster, C26H59FN9O12 overall. Source: OMol25; level of theory: wB97M-V/def2-TZVPD.

Each line ends with the Mulliken charge.
Cartesian coordinates (Å):
H (1.43765, 1.31645, -2.01525)  -0.15
H (-3.20474, -3.06257, -0.29045)  0.17
H (-0.00555, -2.25940, 3.41470)  0.32
H (-0.63646, -7.28350, 2.64472)  0.26
H (2.15098, 1.82100, -5.56674)  0.46
F (4.99507, 3.23137, -0.91932)  -0.42
C (1.77024, -8.92590, 4.03730)  -0.93
N (1.27540, -8.10010, 2.95793)  0.13
H (0.58304, 1.54071, -7.57568)  0.32
H (-1.25320, 9.11153, 3.17990)  0.30
C (-5.49741, -2.04614, 1.72721)  -1.03
H (-1.02788, -4.16272, 0.37076)  0.22
O (4.27570, 5.34608, -0.82113)  -0.64
C (-4.29214, -3.06208, -0.21043)  -0.87
C (-0.10961, -8.23132, 2.53242)  -0.87
H (-6.94022, -3.78371, -3.39412)  0.30
H (0.94705, 2.48362, -4.44709)  0.19
C (-4.32576, -4.18544, 1.92091)  -0.04
H (5.16503, 3.11372, 3.04755)  0.39
H (5.40336, 3.24150, 1.28919)  0.05
H (3.08523, -7.16151, 2.71505)  0.27
C (1.73143, 4.62256, -0.79284)  -1.08
N (1.45448, 0.90005, -1.09298)  -0.26
H (8.68584, 3.62357, 3.62569)  0.31
O (7.18624, 5.23158, 0.59528)  -0.54
H (-7.38629, -5.88500, -3.64939)  0.30
O (3.08619, 4.68008, -3.49974)  -0.69
H (-0.15043, 7.38248, 3.77667)  0.21
H (3.12712, 0.43447, 0.15089)  0.26
H (-0.75084, 9.82520, 1.63797)  0.32
H (-5.71895, -2.24459, 2.77461)  0.35
H (1.76485, 2.70102, 0.65866)  0.74
N (-0.01364, -2.60955, 1.34509)  0.25
O (0.66082, 5.95940, 2.57641)  -0.50
H (1.68572, -9.98462, 3.78167)  0.34
H (7.54173, 2.27096, 3.58636)  0.32
H (-0.84089, 8.09706, -0.22915)  0.39
C (0.47794, 0.60094, -7.02879)  -0.94
H (-4.67596, -3.92692, -0.75303)  0.22
H (-8.01322, -4.48913, 0.09468)  0.20
H (3.49594, 2.74692, 0.90196)  -0.49
C (-0.35222, 7.35532, 0.39843)  -0.88
H (-1.49409, -1.80453, 2.58330)  0.27
C (4.07863, 4.14070, -2.97074)  0.33
H (-0.15730, -8.51735, 1.48150)  0.27
H (-9.08675, -5.78172, -0.48498)  0.38
N (0.29546, 0.85364, -5.61834)  0.22
O (0.57842, -0.42238, 1.46846)  -0.67
N (-4.70093, -3.12813, 1.18362)  0.40
H (-2.25946, 8.89633, 1.73735)  0.33
H (-6.43552, -1.95242, 1.17620)  0.30
O (-1.02549, 0.63778, -3.78105)  -0.55
H (1.20468, -8.74113, 4.95327)  0.34
H (2.81757, -8.69573, 4.22345)  0.29
H (5.22076, 5.37341, -0.60679)  0.35
H (1.75411, 5.12733, 0.17874)  0.29
C (-0.00325, -3.86173, 0.60905)  -0.74
C (7.62912, 3.35975, 3.61528)  -0.93
H (0.55295, -3.73551, -0.31772)  0.33
O (0.41429, 4.06945, -0.82557)  -0.30
H (-1.12251, -3.52625, 2.84495)  0.31
O (5.10377, 3.66545, -3.48696)  -0.78
H (0.70332, 7.29578, 0.13345)  0.29
H (-4.95425, -1.10217, 1.65710)  0.35
N (2.71723, 3.58636, -0.94425)  1.11
C (1.34089, 1.56830, -4.88876)  -0.79
C (0.03443, 6.98043, 2.76260)  0.07
C (-1.23096, 8.95992, 2.10174)  -0.94
C (-8.69848, -4.78893, -0.69937)  -0.86
H (-0.38367, 0.06213, -7.42178)  0.30
H (-0.61379, 3.20745, -2.13305)  0.31
H (0.46570, -4.64910, 1.19587)  0.29
C (2.76267, 1.22065, -0.51514)  -0.62
C (5.56515, 3.73073, 2.24575)  -0.70
C (7.66789, 4.70745, 1.57923)  0.07
C (4.00924, 4.08050, -1.39425)  0.54
C (2.72301, 2.60373, 0.14362)  -0.48
C (-7.45010, -3.66776, -2.42269)  0.10
H (-8.93889, -6.40601, -2.97460)  0.34
H (-9.52109, -4.07344, -0.72311)  0.30
O (0.06515, 3.89193, -2.21376)  -0.39
C (-0.69618, -2.54981, 2.62082)  -0.99
H (1.83348, 5.32149, -1.62182)  0.59
O (1.67005, -6.48825, 1.41807)  -0.60
H (-0.79492, 6.37475, 0.22189)  0.27
H (1.06269, -1.60598, -0.09973)  0.20
O (-7.48243, -2.61018, -1.82517)  -0.57
O (-3.65963, -5.12065, 1.51120)  -0.61
C (-7.93738, -6.04830, -2.72544)  -0.93
C (0.57992, -1.48656, 0.88374)  0.24
N (-0.50542, 7.74919, 1.79410)  0.18
N (-8.00996, -4.81092, -1.97786)  0.13
H (-4.68963, -2.15399, -0.65480)  0.44
H (1.72501, 0.94060, -4.08531)  0.22
H (5.03886, 4.68602, 2.22566)  0.32
H (0.70793, 1.35768, -0.58383)  0.22
H (-0.59850, -8.99095, 3.13787)  0.36
H (-4.67694, -4.13065, 2.96647)  0.32
H (1.37423, -0.00056, -7.19798)  0.32
H (3.43868, 1.33645, -1.36262)  0.47
N (6.98980, 3.95084, 2.46367)  0.19
H (-1.51945, -0.08975, -5.61427)  0.21
H (7.16944, 3.72099, 4.53891)  0.31
H (8.73623, 4.81932, 1.84067)  0.23
H (-7.42384, -6.81759, -2.14513)  0.34
C (-0.80546, 0.44805, -4.96176)  0.07
C (2.05383, -7.19947, 2.32508)  0.12

As for the net charge: -1. The electronic energy is -2521.597416 Eh. The calculation puts the HOMO-LUMO gap at 5.74 eV. The energy above the lowest of the compared OMol25 structures with the same formula, charge and spin is 0.0000 eV.


Entry 2:
A 3-piece molecular cluster, C37H71N6O9P3 overall in a non-equilibrium geometry. Source: OMol25; level of theory: wB97M-V/def2-TZVPD.

Each line ends with the Mulliken charge.
Cartesian coordinates (Å):
H (0.44452, 2.31631, -6.65499)  0.43
H (-7.82115, -3.57832, 5.53834)  0.27
H (-4.89152, -0.54908, 0.04958)  0.26
H (4.77390, -0.10074, 0.47382)  0.14
H (-4.74522, -1.48118, 5.44231)  0.35
H (-6.48239, 4.28502, -2.75462)  0.44
H (-4.78291, 1.58849, -0.95881)  0.29
H (-10.22840, -2.98527, 3.61079)  0.36
H (5.90170, 2.76492, 2.99048)  0.24
H (4.25716, 0.65918, -1.02348)  0.16
H (8.71801, 3.74546, 4.60257)  0.39
H (-8.80632, -4.40668, 4.34055)  0.38
H (-4.85468, -2.22908, 1.83224)  0.27
C (8.47193, -0.91859, 5.78237)  -0.88
N (-7.42035, -0.18890, 4.60984)  0.10
C (3.50313, 0.10038, -4.68860)  0.51
O (2.51215, 1.62207, -6.15893)  -0.64
H (-5.59319, 3.59478, -4.09821)  0.28
C (10.25262, 0.27404, 3.34708)  -1.27
O (-3.73110, 1.07534, -2.71143)  -0.16
C (2.44338, -2.10113, -4.76970)  0.16
C (-6.68730, 2.18900, -2.82126)  -0.39
H (8.05833, -1.46051, 6.63535)  0.39
H (-7.84262, 1.44877, 3.36068)  0.23
H (-4.71375, -1.04304, -5.43499)  0.56
C (-0.01430, 3.92524, -4.58346)  -0.89
H (5.18975, 1.37400, -5.15102)  0.36
H (8.63727, 2.45642, 5.80039)  0.24
N (8.96037, -0.36108, 3.13989)  0.19
O (6.87387, 0.52238, 2.16413)  -0.74
H (-7.49303, 0.46338, 6.57787)  0.39
C (-4.10088, 0.82691, -1.34256)  -0.60
H (-2.69013, -1.05832, -3.32758)  0.56
C (-1.24828, -1.65651, -5.18233)  0.63
H (-3.98209, -1.35815, 3.09624)  0.33
P (7.45320, 0.43029, 3.53278)  0.41
C (-4.56220, -2.26290, 2.87666)  -1.00
C (-5.16845, -2.44242, 5.11899)  -1.26
H (6.12825, -0.52105, 6.73168)  0.38
H (6.52286, 1.17036, 6.42793)  0.31
O (-6.26641, 0.98911, -3.51414)  -0.43
H (-3.64583, -2.50799, -3.19160)  0.42
H (-9.79131, -1.46968, 2.85763)  0.32
H (9.21603, -0.21960, 6.17536)  0.26
H (9.70669, 2.33970, 4.39216)  0.18
H (-9.89999, -1.57854, 4.62131)  0.31
O (3.91523, 2.22553, -3.71772)  -0.37
C (8.72603, 2.66112, 4.72059)  -0.80
C (-9.58752, -2.11068, 3.71630)  -1.04
H (-5.88637, -2.78224, 5.86301)  0.34
C (-7.46078, -0.47744, 6.02696)  -0.82
C (4.32222, -0.29727, -0.49924)  -0.84
H (-7.08933, -4.28209, 4.07210)  0.30
C (-5.85773, 3.43979, -3.05667)  -1.00
H (5.15915, 3.84959, -4.03456)  0.30
H (-5.54578, -1.53140, -3.98866)  0.49
H (3.30601, -0.64962, -0.31708)  0.36
C (-1.30207, -0.32045, -5.56742)  -0.61
H (5.38495, 0.30622, 5.38185)  0.30
P (-7.05723, -1.30707, 3.33340)  0.87
N (7.66216, 2.09156, 3.92220)  0.20
C (-3.36215, -1.70962, -3.87929)  -0.54
H (10.37426, 1.18786, 2.75062)  0.36
C (-8.26497, 0.93989, 4.22988)  -0.97
H (-4.99370, 3.46434, -2.39415)  0.26
H (0.03337, -3.29601, -4.66650)  0.47
H (-3.18718, 0.96343, -0.76362)  0.40
H (-5.51762, -0.85546, -1.58102)  0.19
H (9.80347, -1.65361, 1.71903)  0.33
H (-8.33921, -1.06344, 6.34509)  0.24
H (9.16152, -0.16133, 1.02265)  0.32
O (4.60525, -1.73123, -3.68731)  -0.53
N (7.40904, -0.22295, 5.07699)  0.19
C (3.55977, -1.19416, -4.36544)  0.50
H (4.47859, -3.13197, -2.18115)  0.37
N (-5.71501, -2.38452, 3.77316)  0.12
H (-9.29495, 0.64998, 3.98197)  0.28
C (1.06456, -0.13504, -5.42194)  0.25
H (8.06583, -1.44218, 1.54549)  0.35
H (-1.29458, 1.96817, -6.63681)  0.46
O (-4.29349, 1.51421, -5.08743)  -0.79
C (-0.36332, 1.91958, -6.05669)  -1.01
H (-2.33778, -3.40584, -4.72875)  0.39
C (1.11630, -1.48016, -5.06094)  0.87
O (2.60435, -3.30048, -4.86636)  -0.61
C (-0.17155, 0.46899, -5.68454)  0.35
C (8.98983, -0.92723, 1.78819)  -1.04
H (3.22605, -1.89662, -2.11490)  0.26
H (-7.70277, 2.38265, -3.16721)  0.42
H (11.04563, -0.41966, 3.05797)  0.42
H (-6.56956, -0.98635, 6.37092)  0.18
C (-4.65647, -1.01092, -4.34871)  -1.31
C (4.55894, 1.10244, -4.30276)  -0.91
H (-2.26528, 0.13453, -5.78006)  0.42
O (-6.13382, -0.40404, 2.54639)  -0.82
H (5.75376, 2.62493, 4.74773)  0.29
P (-4.74328, 0.74869, -3.90874)  1.10
H (10.45495, 0.50206, 4.39339)  0.32
C (-7.94598, -3.74572, 4.46598)  -0.89
H (3.41695, 4.16597, -4.08878)  0.24
C (-0.58190, 2.72942, -4.79687)  -0.08
H (5.16435, 0.64774, -3.51799)  0.19
N (-8.17605, -2.49475, 3.76279)  0.04
C (4.28251, -2.06824, -2.32445)  -0.46
H (0.09676, 4.66048, -5.37509)  0.28
C (-2.56784, -2.38659, -5.03871)  -1.13
H (5.92462, -0.72170, -1.88148)  0.33
C (4.19286, 3.45357, -4.36561)  -0.77
H (-6.78029, 1.95276, -1.76034)  0.23
H (4.17385, 3.34011, -5.44991)  0.31
H (-3.82081, -1.27727, -1.10248)  0.27
H (-8.32268, 1.67070, 5.03641)  0.39
C (6.31473, 0.20900, 5.94466)  -1.05
H (-3.88737, -3.11458, 3.00020)  0.33
C (-4.63499, -0.55783, -1.01836)  -0.68
H (0.36306, 4.18987, -3.60061)  0.25
H (-1.26626, 2.33542, -4.04759)  0.41
C (2.34759, 0.62472, -5.48378)  0.39
C (6.43906, 2.88952, 3.93186)  -0.99
H (5.64856, -1.97268, -0.65889)  0.33
H (-4.36775, -3.18567, 5.15120)  0.40
C (5.16024, -1.27644, -1.34140)  -0.40
C (-0.02465, -2.25128, -4.94086)  -1.59
H (6.66980, 3.94962, 4.03602)  0.39
H (-3.12401, -2.36338, -5.97309)  0.43
H (8.95652, -1.66004, 5.15573)  0.28

As for the SMILES: C=CCc1cc(CCCP(=O)(OCC)OCC)cc2c1C(=O)C(COC)=C(OCCC)C2=O.CN(C)P(=O)(N(C)C)N(C)C.CN(C)P(=O)(N(C)C)N(C)C. The electronic energy is -3482.077936 Eh. The calculation puts the HOMO-LUMO gap at 7.83 eV.


Question: What is the HOMO-LUMO gap in the second record?
Answer: 7.83 eV


Question: Which of these has the highest electronic energy?
Answer: C26H59FN9O12


Question: Which formula does entry 1 have?
Answer: C26H59FN9O12